Entry 1:
104
Properties=species:S:1:pos:R:3 method="wB97M-V/def2-TZVPD" total_charge=-1 e_above_lowest_kj_mol=158.35
Se -1.07 -3.00 -1.11
K -0.32 -0.31 0.18
N -2.40 4.24 -1.57
N -3.56 2.25 -1.31
N -5.04 0.47 -1.12
N 2.87 0.39 0.36
N 0.67 0.42 2.80
N -1.26 2.20 -1.15
N -0.15 -7.40 0.39
N -2.83 0.14 -1.94
C 2.42 -0.76 0.69
C 2.54 3.46 4.91
C 0.73 3.71 1.36
C -1.91 -1.29 2.76
C 0.72 1.71 4.87
C 1.32 -1.43 4.28
C -0.70 -4.75 -0.50
C -2.32 2.87 -1.31
C 2.48 -3.34 3.36
C -5.40 -0.91 -1.37
C 2.15 4.03 -0.71
C -1.39 -6.92 0.28
C 3.43 1.32 1.24
C 1.86 -2.68 4.42
C 3.04 1.16 5.74
C 1.38 -0.70 3.04
C -2.02 1.45 5.16
C 2.22 1.97 4.74
C -1.71 -5.65 -0.15
C -2.30 0.16 3.06
C 0.01 0.98 3.90
C 5.18 -0.40 2.07
C -5.78 1.09 -0.03
C 2.99 2.66 1.21
C 2.13 -1.35 2.00
C 5.08 -0.97 3.48
C 0.60 -5.24 -0.38
C -3.75 0.86 -1.47
C -1.31 2.12 6.14
C 0.06 2.24 5.98
C 4.57 0.99 2.00
C -1.40 0.87 4.05
C -2.47 0.99 1.77
C 4.83 3.32 2.63
C 0.82 -6.54 0.06
C 2.58 -2.66 2.16
C 3.71 3.63 1.89
C 6.62 -0.40 1.56
C 1.77 3.08 0.43
C 5.24 2.00 2.69
H -5.11 -1.19 -2.38
H -2.94 1.94 1.99
H -3.29 0.12 3.53
H -2.18 -7.61 0.55
H -6.48 -1.01 -1.29
H 2.24 -1.44 -0.16
H -0.93 -1.34 2.30
H -0.19 3.94 0.82
H -4.35 2.82 -1.58
H -1.58 4.75 -1.26
H 1.34 2.18 -0.02
H 1.29 4.28 -1.33
H 1.11 4.65 1.77
H -5.90 0.39 0.80
H 2.77 1.42 6.77
H -3.26 4.70 -1.29
H 1.44 -4.61 -0.63
H 7.27 0.18 2.21
H 2.52 1.67 3.73
H 1.94 4.07 4.23
H 5.37 4.09 3.17
H 7.01 -1.42 1.53
H -2.75 -5.34 -0.21
H -0.43 2.76 -1.25
H 5.67 -0.38 4.19
H 1.84 -6.91 0.15
H -1.84 -1.86 3.69
H -1.81 2.54 7.00
H 4.05 -0.99 3.82
H 6.11 1.74 3.28
H 0.63 2.78 6.73
H -5.25 1.96 0.35
H 4.61 -1.06 1.42
H 3.59 3.64 4.70
H -6.78 1.40 -0.36
H 3.05 -3.14 1.31
H 2.91 3.59 -1.35
H 2.54 4.97 -0.31
H 2.85 -4.35 3.45
H -4.93 -1.60 -0.66
H 2.34 3.79 5.93
H 2.88 0.09 5.62
H 4.10 1.36 5.61
H -2.63 -1.77 2.10
H -3.10 1.34 5.25
H -3.07 0.45 1.04
H 0.49 3.04 2.18
H 0.79 -0.98 5.11
H 1.75 -3.19 5.37
H 6.68 0.02 0.56
H -1.51 1.21 1.32
H 5.46 -1.99 3.51
H -3.03 -0.85 -1.88
H 3.36 4.66 1.85

=====

Entry 2:
126
Properties=species:S:1:pos:R:3 method="wB97M-V/def2-TZVPD" total_charge=+1
S 3.93 0.24 -0.56
F -1.66 3.40 -1.25
F -3.39 1.60 -0.99
F -3.24 3.34 1.28
F -2.78 -5.26 -0.50
F -0.17 2.41 -0.02
F -1.78 4.85 0.73
F -2.60 0.83 0.89
O 0.03 3.35 -5.88
O -5.91 1.77 4.51
O -1.18 4.37 -7.46
O -4.28 -0.79 2.66
O 10.17 0.38 0.82
O 4.87 -5.14 1.95
O 8.85 -1.35 0.30
O -0.25 -5.05 -2.28
O 3.08 0.76 0.68
O -1.64 -1.42 -4.58
O 3.51 -3.66 1.01
O 5.27 0.04 -0.08
O 0.05 3.95 2.33
O -2.30 -4.10 1.31
O -7.97 1.24 3.82
O 3.63 1.07 -1.68
O -2.62 -1.92 3.62
O -1.57 2.67 3.26
O -3.70 -0.60 -4.44
O -1.06 0.72 -2.19
N -0.74 -1.14 1.75
N 0.27 -2.47 0.13
N -0.57 -4.96 0.02
C -2.48 -0.67 -5.00
C -5.31 2.61 5.51
C 6.25 -5.21 2.38
C 3.25 -1.36 -0.83
C -2.39 0.29 -6.17
C 2.17 -1.43 -1.91
C -4.54 0.30 -5.18
C 4.62 -3.96 1.37
C -4.86 -2.91 3.47
C -1.42 -1.17 -0.73
C -1.37 5.09 -5.12
C -7.26 1.92 4.51
C 0.24 -2.93 -1.25
C -0.60 -1.56 0.48
C -0.35 4.76 -4.03
C -5.70 -0.94 2.45
C -3.58 1.22 -5.93
C -2.26 1.34 -0.31
C -1.93 -4.72 0.39
C 10.18 1.80 0.61
C -1.49 0.31 -1.16
C -3.78 -1.87 3.28
C -5.94 -2.45 2.49
C -0.21 -4.42 -1.28
C 6.98 -4.19 1.51
C -0.30 0.25 2.12
C 0.12 3.37 -4.45
C -0.87 4.28 -6.31
C -1.14 3.31 2.37
C -0.91 -2.09 -1.86
C 1.59 -2.87 -1.93
C -1.49 2.69 -0.14
C 0.56 0.22 3.39
C -7.65 2.99 5.51
C 9.36 2.03 -0.65
C 5.89 -3.14 1.29
C 8.35 0.88 -0.57
C -6.33 3.72 5.76
C -1.95 3.56 1.08
C 9.11 -0.19 0.20
H -4.36 2.97 5.12
H -5.13 2.01 6.40
H 4.11 -1.98 -1.11
H -1.44 6.14 -5.38
H -0.75 4.79 -3.02
H -5.96 -0.48 1.50
H -1.20 0.84 2.32
H 11.22 2.12 0.53
H 1.15 3.17 -4.17
H -5.76 -2.88 1.51
H -0.35 -5.95 0.04
H 0.48 5.46 -4.09
H 0.79 3.33 2.31
H 2.60 -1.21 -2.89
H -6.96 -2.70 2.79
H 2.27 -3.57 -1.42
H 7.26 -4.63 0.56
H -0.51 2.57 -4.06
H -2.48 -1.41 -0.53
H -8.03 2.49 6.41
H 1.41 -0.68 -1.71
H -5.19 -2.86 4.51
H -4.00 1.64 -6.83
H -1.42 0.78 -6.18
H 7.46 1.13 0.00
H -6.23 -0.41 3.24
H -5.16 -0.29 -5.86
H -6.24 4.16 6.75
H -1.70 -2.77 -2.19
H 0.21 0.99 4.08
H -0.30 -1.81 2.38
H 9.73 2.27 1.49
H 5.97 -2.62 0.33
H 7.88 -3.80 1.98
H 2.85 -1.74 0.11
H 0.23 0.71 1.28
H 1.47 -3.24 -2.95
H 0.47 -0.73 3.92
H 0.93 -2.85 0.80
H 9.99 1.91 -1.54
H -6.20 4.51 5.02
H -5.19 0.82 -4.47
H 5.86 -2.39 2.08
H 6.29 -4.96 3.44
H 3.69 0.84 1.43
H -8.44 3.61 5.10
H -2.49 -0.29 -7.09
H 8.91 3.02 -0.70
H 1.61 0.42 3.18
H -4.47 -3.90 3.26
H -2.37 4.72 -4.87
H -3.28 2.04 -5.27
H 8.04 0.49 -1.54
H -0.60 -1.59 -2.78
H 6.59 -6.23 2.24

=====

Entry 3:
127
Properties=species:S:1:pos:R:3 method="wB97M-V/def2-TZVPD" smiles="COCCCCCCCc1c(O)c([C@@H](I)[C@@H](C)I)c(P(C)O)c2c1C(=O)c1c(N(C(C)=O)C(C)=O)ccc(CCF)c1C2=O.O=S1(=O)OCCO1.O=S1(=O)OCCO1.O=S1(=O)OCCO1.O=S1(=O)OCCO1"
I -8.20 2.83 1.13
I -5.77 5.34 -0.32
S 9.32 -6.33 2.61
S -4.37 -1.13 -4.15
S 5.53 -2.48 0.85
S -7.40 -5.32 -6.32
P -3.47 4.95 3.37
F 2.73 5.92 5.23
O -5.14 -1.73 -3.12
O 5.24 3.30 -0.59
O 4.48 -1.51 0.79
O 9.66 -7.68 3.38
O 10.51 -5.84 2.02
O 2.42 5.47 -1.63
O 5.97 -3.13 -0.33
O -8.69 -4.84 -5.53
O 6.80 -1.84 1.58
O 5.16 -3.55 1.97
O 1.61 -2.46 1.58
O -3.61 0.04 -3.89
O -6.88 -4.20 -7.03
O 0.96 1.73 0.42
O -3.40 -2.22 -4.80
O 8.38 -6.96 1.50
O -4.03 2.34 -1.21
O 8.52 -5.49 3.44
O -4.84 5.73 2.87
O -0.90 4.00 4.07
O -5.31 -0.90 -5.41
O -6.47 -5.59 -5.04
O -7.65 -6.55 -6.96
N 2.97 3.64 -0.37
C -1.85 2.51 -0.27
C 1.29 5.73 2.93
C -1.05 2.97 0.75
C -8.54 -5.08 -4.12
C -5.30 3.66 0.93
C 1.20 3.92 1.31
C 2.92 4.37 -1.59
C -6.15 2.44 0.54
C 1.73 -1.16 2.14
C -4.69 -1.45 -6.59
C 8.83 -8.75 2.90
C -0.84 -0.48 -2.49
C -7.05 -4.96 -3.88
C 0.43 2.77 0.77
C 0.69 6.52 4.07
C -3.93 -2.65 -6.07
C -1.31 1.76 -1.46
C -0.65 4.10 2.89
C 3.42 3.66 -2.82
C 2.49 6.12 2.36
C 0.76 -2.50 0.45
C -5.67 1.17 1.23
C 2.41 4.33 0.76
C 6.81 -2.23 2.97
C 8.55 -8.39 1.46
C -3.22 2.75 -0.18
C -4.09 3.62 4.48
C 1.40 6.29 5.41
C 1.39 -1.85 -0.79
C 0.66 4.62 2.39
C -2.96 3.94 1.89
C -3.80 3.44 0.88
C -0.68 -1.98 -2.27
C 4.21 2.98 -0.06
C 6.21 -3.62 2.96
C -1.40 0.25 -1.28
C 0.79 -2.37 -2.10
C -1.60 3.68 1.83
C 4.11 1.87 0.94
C 3.04 5.44 1.30
H 3.52 1.06 0.50
H 2.62 -0.65 1.78
H 5.79 -3.90 3.92
H -5.43 5.90 3.61
H 1.39 7.22 5.98
H 0.92 -3.45 -2.16
H -0.37 6.30 4.17
H 0.86 -0.54 1.89
H -1.84 2.07 -2.36
H 1.30 -0.76 -0.73
H 9.40 -8.62 0.81
H 9.36 -9.70 3.00
H 6.94 -4.36 2.65
H -1.27 -2.29 -1.41
H -0.86 -0.03 -0.37
H -9.11 -4.34 -3.56
H 7.65 -8.85 1.06
H -5.11 3.32 4.28
H 3.53 2.21 1.80
H 3.09 4.23 -3.68
H -6.51 0.49 1.37
H 0.58 -3.55 0.24
H 7.82 -2.21 3.35
H 1.36 -1.90 -2.91
H 0.14 -0.05 -2.71
H -3.69 1.53 -1.60
H -5.55 3.89 1.96
H 7.91 -8.78 3.49
H 2.98 7.00 2.76
H -8.91 -6.08 -3.89
H -3.12 -2.95 -6.72
H -5.23 1.38 2.20
H 3.97 5.80 0.87
H -4.60 -3.49 -5.89
H 5.09 1.54 1.24
H -3.40 2.78 4.38
H 4.50 3.60 -2.80
H -6.72 -3.92 -3.84
H -3.98 4.00 5.49
H -4.96 0.65 0.59
H -0.26 2.01 -1.61
H -0.20 -2.03 0.70
H 0.78 7.57 3.80
H 3.00 2.65 -2.85
H -2.44 -0.07 -1.13
H 1.78 -1.25 3.22
H -6.72 -5.49 -2.99
H 6.19 -1.52 3.52
H -5.45 -1.72 -7.31
H -1.07 -2.53 -3.14
H 2.45 -2.10 -0.76
H -6.18 2.34 -0.54
H 0.90 5.52 5.99
H -4.03 -0.70 -7.02
H -1.51 -0.23 -3.32

=====

Entry 4:
110
Properties=species:S:1:pos:R:3 method="wB97M-V/def2-TZVPD" multiplicity=3 total_charge=+3 e_above_lowest_kj_mol=0.00
Sb 3.78 0.41 2.70
Mo -1.38 -0.52 -0.30
Se -5.37 -1.97 0.65
Se -4.85 0.20 1.27
O 0.89 2.33 -2.35
O -0.88 3.58 -0.50
N -0.54 1.30 -0.81
N -1.29 -2.44 -4.52
N -3.21 0.72 -1.03
N -2.55 -2.02 0.78
N 0.71 -0.89 -0.94
N -3.54 -2.77 -3.70
N -1.77 -4.25 -3.00
N -1.47 0.77 1.53
N -1.80 -1.93 -2.16
C -1.36 -2.52 1.13
C 3.05 -1.31 -2.39
C 1.92 1.53 4.82
C 1.22 0.06 -1.75
C -1.17 -3.78 1.63
C -3.87 2.23 -2.79
C -3.65 -2.73 1.00
C 2.58 -2.27 -1.50
C 6.46 -0.69 3.73
C -4.39 0.97 -0.43
C 2.93 -0.70 5.37
C 1.41 -2.03 -0.81
C -2.32 -4.56 1.81
C 4.25 2.00 0.13
C -0.97 -3.83 -4.15
C 5.03 -2.32 2.44
C -2.03 2.68 3.47
C -1.72 3.06 2.18
C -0.95 2.45 -0.13
C -5.08 2.49 -2.16
C 4.31 1.40 5.56
C 2.16 2.56 1.38
C 4.39 3.37 2.24
C -1.76 0.41 2.79
C -5.33 1.84 -0.96
C -2.72 -2.36 -4.85
C -3.19 -4.15 -3.35
C -3.26 -1.90 -2.59
C -2.99 1.35 -2.20
C -1.43 2.08 1.25
C 5.57 -0.89 2.51
C 6.31 -0.53 1.23
C -2.03 1.32 3.78
C 3.65 2.26 1.50
C -1.50 -3.39 -1.88
C -3.56 -4.03 1.51
C 0.50 1.38 -1.72
C 3.19 0.69 4.80
C 2.36 -0.11 -2.50
C -1.00 -1.59 -3.40
H 4.46 -2.59 3.33
H 4.32 4.28 1.64
H -3.61 2.70 -3.73
H -2.93 -3.01 -5.70
H -1.21 -0.55 -3.66
H 5.89 -3.00 2.38
H 4.58 2.36 5.11
H -3.41 -4.81 -4.19
H -3.50 -0.89 -2.89
H 4.41 -2.48 1.56
H 6.74 0.47 1.27
H 3.95 -1.49 -2.98
H -1.80 -0.66 2.99
H 3.96 1.60 6.57
H -4.47 -4.59 1.70
H -2.24 -5.56 2.21
H 5.67 -0.60 0.35
H 0.06 -1.70 -3.16
H -0.45 -3.47 -1.61
H 1.70 2.77 2.35
H 2.68 0.70 -3.14
H -2.13 -3.71 -1.04
H 2.11 -1.22 4.86
H 1.13 1.10 4.20
H -2.26 3.42 4.23
H 5.46 3.14 2.36
H 5.98 -1.02 4.65
H -3.87 -2.18 -1.74
H 1.02 -2.78 -0.14
H 6.78 0.35 3.85
H -2.05 1.16 -2.69
H 3.78 1.14 -0.37
H 0.09 -3.90 -3.91
H -2.26 0.98 4.78
H -1.18 -4.48 -5.00
H -2.97 -1.34 -5.12
H 5.32 1.83 0.16
H -0.50 -1.80 1.10
H 1.55 1.57 5.85
H 2.10 2.56 4.50
H 3.10 -3.20 -1.36
H 7.13 -1.23 1.11
H -0.19 -4.15 1.90
H 3.81 -1.34 5.35
H -5.80 3.17 -2.58
H -6.26 1.99 -0.44
H 1.62 1.73 0.91
H 5.21 0.79 5.64
H 4.07 2.88 -0.49
H -3.80 -4.47 -2.49
H 2.64 -0.59 6.42
H 3.96 3.58 3.21
H 7.36 -1.30 3.59
H -1.68 4.10 1.87
H 2.03 3.44 0.75

=====

Number 1: energy -135952.4675 eV. Number 2: energy -117645.7631 eV. Number 3: energy -162500.9843 eV. Number 4: energy -198940.6756 eV.